## A
Here is a molecular structure, C60H71F15Ge2N4O4PSSi3Ti from the OMol25 dataset. Energies are from the ωB97M-V functional and the def2-TZVPD basis.

Results
**Charge**: +1
**Kohn-Sham gap**: 7.100 eV
**Multiplicity**: 1

Each line ends with the Mulliken charge.
Element x y z (Å)
Ti 0.86 0.10 0.12  -2.70
C -1.80 -3.23 3.21  -1.35
N -1.17 -2.85 1.95  0.43
C -1.92 -3.20 0.75  -0.16
C -0.19 -1.99 1.89  -0.70
O 0.41 -1.70 0.81  0.22
C 0.37 -1.45 3.19  -0.47
O 0.93 -0.18 2.93  0.72
C 2.23 0.00 3.42  -2.24
C 3.20 -0.46 2.35  0.15
O 2.81 -0.41 1.17  0.23
N 4.41 -0.89 2.70  0.40
C 4.91 -0.90 4.07  -1.13
C 5.38 -1.28 1.68  -0.71
H -2.39 -4.13 3.03  0.43
H -2.47 -2.44 3.56  0.45
H -1.07 -3.45 3.98  0.44
H -2.93 -2.81 0.84  0.15
H -1.95 -4.28 0.63  0.46
H -1.44 -2.75 -0.11  -0.39
H 1.12 -2.15 3.56  0.46
H -0.42 -1.34 3.93  -0.28
H 2.35 -0.51 4.38  0.76
H 2.38 1.07 3.58  0.27
H 4.15 -1.22 4.78  0.34
H 5.28 0.08 4.37  0.35
H 5.73 -1.61 4.12  0.41
H 5.53 -2.35 1.71  0.57
H 6.33 -0.78 1.88  0.49
H 5.01 -0.99 0.71  -0.47
O -0.45 0.96 -0.96  0.82
C -0.43 -0.22 -1.37  0.00
C -1.48 -0.55 -2.34  0.35
C -2.49 0.42 -2.43  -0.25
C -3.53 0.27 -3.32  -1.14
C -3.55 -0.83 -4.17  -0.92
C -2.57 -1.80 -4.08  -0.41
C -1.54 -1.71 -3.15  0.35
P -0.26 -3.04 -3.03  1.32
C -1.28 -4.46 -2.43  0.48
C -2.67 -4.45 -2.28  0.09
C -3.34 -5.57 -1.82  -0.80
C -2.63 -6.72 -1.50  -0.63
C -1.25 -6.75 -1.66  -0.70
C -0.59 -5.63 -2.13  -0.93
C -0.23 -3.49 -4.82  -0.19
C -1.01 -4.49 -5.40  -0.34
C -0.92 -4.76 -6.76  -0.81
C -0.05 -4.04 -7.56  -0.67
C 0.75 -3.06 -6.99  -0.73
C 0.66 -2.79 -5.63  -0.76
H -2.43 1.28 -1.78  0.53
H -4.31 1.02 -3.39  0.51
H -4.34 -0.92 -4.90  0.44
H -2.60 -2.64 -4.76  0.60
H -3.23 -3.55 -2.50  0.37
H -4.41 -5.54 -1.71  0.43
H -3.16 -7.59 -1.13  0.38
H -0.70 -7.65 -1.42  0.42
H 0.49 -5.66 -2.27  0.40
H -1.69 -5.07 -4.79  0.40
H -1.53 -5.55 -7.18  0.44
H 0.01 -4.25 -8.62  0.38
H 1.45 -2.51 -7.60  0.48
H 1.31 -2.06 -5.17  1.23
F -5.89 2.86 2.25  -0.29
C -6.16 1.56 2.03  0.40
C -5.21 0.60 2.32  -0.87
C -5.55 -0.71 2.05  0.14
F -4.65 -1.68 2.30  -0.16
C -6.78 -1.08 1.54  0.00
F -7.07 -2.35 1.29  -0.31
C -7.71 -0.09 1.27  0.69
F -8.90 -0.41 0.77  -0.30
C -7.40 1.24 1.53  0.03
F -8.30 2.19 1.27  -0.29
Ge -3.34 0.95 2.95  1.56
S -1.90 0.30 1.56  -0.48
C -3.15 0.03 4.73  -1.61
C -4.09 -0.73 5.41  1.09
F -5.31 -0.90 4.89  -0.27
C -3.83 -1.33 6.63  0.20
F -4.76 -2.05 7.25  -0.32
C -2.58 -1.18 7.21  0.69
F -2.30 -1.77 8.36  -0.32
C -1.61 -0.41 6.57  0.22
F -0.40 -0.26 7.11  -0.36
C -1.93 0.18 5.36  0.54
F -0.99 0.96 4.78  -0.09
C -3.32 2.89 3.50  -0.66
C -3.06 3.83 2.52  0.65
F -2.91 3.40 1.25  -0.60
C -2.96 5.18 2.77  0.19
F -2.69 6.05 1.79  -0.34
C -3.14 5.63 4.07  0.74
F -3.02 6.92 4.34  -0.34
C -3.42 4.73 5.08  0.03
F -3.59 5.16 6.32  -0.31
C -3.51 3.38 4.78  0.34
F -3.81 2.55 5.79  -0.35
C 1.66 6.05 1.93  -1.34
C 0.27 5.53 1.59  -0.94
N 0.36 4.36 0.71  1.14
C 0.24 4.62 -0.72  1.08
C -1.19 5.00 -1.12  -1.31
C 0.64 3.14 1.21  0.82
C 0.33 2.90 2.66  -0.48
N 1.18 2.17 0.51  1.77
H 1.59 6.92 2.59  0.45
H 2.19 6.36 1.03  0.33
H 2.26 5.28 2.42  0.22
H -0.29 6.29 1.07  0.58
H -0.27 5.28 2.49  0.16
H 0.49 3.73 -1.28  -1.57
H 0.94 5.41 -1.01  0.32
H -1.87 4.20 -0.87  0.12
H -1.21 5.17 -2.20  0.49
H -1.53 5.92 -0.63  0.43
H -0.66 3.29 2.91  -0.54
H 1.06 3.40 3.30  0.65
H 0.33 1.84 2.85  -1.17
H 1.41 2.48 -0.43  -1.44
C 5.95 1.65 -1.93  -1.44
Si 4.23 1.86 -1.15  0.73
C 3.81 3.67 -1.63  -1.16
C 4.52 2.06 0.73  -0.13
Ge 2.57 0.04 -1.76  1.68
Si 4.00 -2.01 -1.84  1.48
C 5.85 -1.54 -1.75  -1.11
C 3.49 -3.11 -0.36  -0.36
C 4.08 -3.24 -3.28  -1.25
Si 1.85 0.98 -3.94  1.10
C 1.16 2.70 -3.53  -0.28
C 0.50 0.38 -5.14  -1.12
C 3.46 1.12 -4.93  -1.17
H 6.41 2.63 -2.06  0.48
H 5.90 1.17 -2.91  0.29
H 6.63 1.06 -1.31  0.50
H 4.65 4.29 -1.32  0.53
H 2.92 4.06 -1.14  0.14
H 3.70 3.80 -2.71  0.30
H 5.07 2.98 0.91  0.70
H 5.09 1.24 1.16  0.05
H 3.57 2.13 1.26  -0.68
H 6.12 -0.84 -0.96  0.05
H 6.14 -1.08 -2.69  0.33
H 6.45 -2.44 -1.63  0.49
H 2.97 -2.55 0.41  -0.40
H 4.35 -3.62 0.08  0.51
H 2.81 -3.87 -0.72  0.37
H 4.25 -2.76 -4.25  0.34
H 3.18 -3.84 -3.37  0.18
H 4.91 -3.92 -3.10  0.39
H 0.16 2.60 -3.11  -0.19
H 1.08 3.30 -4.44  0.62
H 1.79 3.25 -2.83  -0.13
H -0.44 0.18 -4.63  0.09
H 0.76 -0.51 -5.71  0.24
H 0.32 1.19 -5.85  0.57
H 4.14 1.85 -4.46  0.23
H 3.27 1.45 -5.95  0.48
H 3.98 0.16 -4.96  0.28

## B
Here is a molecular structure, C60H71F15Ge2N4O4PSSi3Ti from the OMol25 dataset. Energies are from the ωB97M-V functional and the def2-TZVPD basis.

Results
**Charge**: +1
**Kohn-Sham gap**: 7.086 eV
**Multiplicity**: 1

Each line ends with the Mulliken charge.
Element x y z (Å)
Ti -0.07 0.26 0.16  -3.05
C -1.42 2.67 -3.89  -0.75
N -1.15 1.24 -3.95  0.78
C -1.29 0.59 -5.24  -1.16
C -0.81 0.57 -2.85  0.19
O -0.63 1.11 -1.75  0.93
C -0.71 -0.95 -2.90  -1.44
O -0.95 -1.40 -1.58  -0.10
C -2.27 -1.05 -1.13  -0.40
C -2.07 -0.22 0.13  1.15
O -1.33 -0.91 1.04  -1.56
N -3.27 0.41 0.57  0.74
C -3.48 1.74 0.00  -0.86
C -3.61 0.34 1.98  -1.16
H -0.64 3.22 -4.43  0.35
H -2.38 2.87 -4.36  0.59
H -1.45 2.99 -2.86  -0.25
H -1.18 1.34 -6.02  0.36
H -0.52 -0.17 -5.39  0.42
H -2.28 0.13 -5.35  0.28
H -1.44 -1.39 -3.59  0.76
H 0.29 -1.26 -3.17  0.10
H -2.83 -0.49 -1.88  0.39
H -2.80 -1.98 -0.91  -1.24
H -3.31 1.71 -1.07  0.16
H -4.51 2.04 0.18  0.51
H -2.80 2.48 0.44  0.05
H -3.18 1.16 2.57  0.35
H -4.69 0.38 2.07  0.46
H -3.26 -0.61 2.40  0.28
O 0.82 -2.40 0.96  -0.79
C 1.25 -1.42 0.34  -0.21
C 2.73 -1.41 0.15  0.86
C 3.54 -2.35 0.79  -0.15
C 4.91 -2.34 0.60  -0.85
C 5.48 -1.39 -0.25  -1.12
C 4.69 -0.44 -0.87  -0.46
C 3.31 -0.44 -0.66  -0.47
P 2.22 0.84 -1.40  2.92
C 3.36 2.24 -1.09  0.89
C 4.11 2.92 -2.04  -0.50
C 4.98 3.94 -1.65  -0.90
C 5.12 4.26 -0.31  -0.84
C 4.38 3.58 0.65  -0.61
C 3.50 2.58 0.26  -0.29
C 2.45 0.37 -3.17  0.24
C 2.23 1.30 -4.19  0.18
C 2.35 0.93 -5.53  -1.20
C 2.65 -0.39 -5.86  -0.88
C 2.84 -1.32 -4.85  -0.71
C 2.74 -0.95 -3.52  -1.06
H 3.08 -3.08 1.45  0.27
H 5.53 -3.07 1.09  0.46
H 6.55 -1.39 -0.41  0.43
H 5.14 0.29 -1.52  0.65
H 4.04 2.67 -3.09  0.56
H 5.54 4.47 -2.40  0.45
H 5.81 5.04 -0.01  0.41
H 4.48 3.82 1.70  0.60
H 2.90 2.07 1.00  -0.09
H 1.98 2.32 -3.96  0.20
H 2.20 1.67 -6.30  0.55
H 2.74 -0.68 -6.90  0.41
H 3.08 -2.35 -5.10  0.48
H 2.91 -1.69 -2.75  0.45
F 2.78 6.49 -0.55  -0.43
C 2.54 6.45 0.76  0.35
C 1.36 5.91 1.24  -0.59
C 1.21 5.86 2.61  0.57
F 0.10 5.29 3.12  -0.59
C 2.15 6.35 3.49  0.17
F 1.98 6.27 4.81  -0.38
C 3.32 6.90 2.98  0.73
F 4.25 7.36 3.81  -0.32
C 3.52 6.94 1.61  0.19
F 4.66 7.44 1.12  -0.38
Ge 0.00 4.99 0.11  2.03
S 0.17 2.93 0.57  -0.02
C -1.79 5.79 0.48  -0.35
C -2.85 5.21 -0.18  -0.05
F -2.59 4.24 -1.09  -0.07
C -4.17 5.57 0.01  -0.35
F -5.16 4.95 -0.62  -0.34
C -4.44 6.61 0.89  0.73
F -5.69 6.99 1.10  -0.30
C -3.40 7.26 1.54  0.12
F -3.67 8.28 2.35  -0.30
C -2.10 6.84 1.34  0.53
F -1.12 7.49 1.97  -0.32
C 0.30 5.71 -1.73  -1.08
C 0.70 4.90 -2.78  0.35
F 0.82 3.58 -2.58  0.64
C 0.97 5.41 -4.03  -0.12
F 1.32 4.59 -5.04  -0.29
C 0.84 6.77 -4.26  0.45
F 1.09 7.26 -5.46  -0.32
C 0.45 7.60 -3.23  0.32
F 0.33 8.91 -3.45  -0.31
C 0.19 7.06 -1.98  0.53
F -0.17 7.88 -0.98  -0.37
C 3.81 0.50 3.34  -0.41
C 2.60 0.12 4.19  -0.73
N 1.51 1.10 4.25  0.77
C 1.49 1.99 5.40  -0.78
C 2.58 3.06 5.33  -1.12
C 0.60 1.16 3.27  0.48
C -0.67 1.94 3.51  -1.31
N 0.74 0.51 2.15  1.34
H 4.55 -0.30 3.40  0.47
H 4.28 1.41 3.69  0.31
H 3.56 0.64 2.29  -0.27
H 2.92 -0.05 5.22  0.58
H 2.18 -0.83 3.83  -0.23
H 1.61 1.40 6.31  0.44
H 0.52 2.48 5.45  0.44
H 3.57 2.64 5.48  0.33
H 2.40 3.82 6.10  0.50
H 2.55 3.56 4.35  0.13
H -1.15 1.58 4.42  0.64
H -1.32 1.78 2.66  -0.95
H -0.48 3.00 3.60  0.54
H 1.59 -0.04 2.15  -1.48
C -1.11 -4.65 -1.99  -0.96
Si -0.61 -4.92 -0.18  1.11
C -1.45 -6.46 0.54  -1.08
C 1.24 -5.31 -0.18  -1.05
Ge -1.57 -3.14 1.27  2.09
Si -4.08 -3.42 0.98  1.30
C -4.35 -4.41 -0.62  -1.11
C -5.27 -1.95 0.87  -1.11
C -4.64 -4.51 2.41  -1.32
Si -0.85 -3.26 3.60  0.55
C -1.86 -4.54 4.56  -1.26
C -1.09 -1.57 4.43  -0.24
C 0.96 -3.80 3.77  -0.45
H -1.14 -5.60 -2.52  0.56
H -0.39 -4.00 -2.49  0.17
H -2.09 -4.18 -2.08  0.14
H -1.36 -7.30 -0.15  0.43
H -2.52 -6.31 0.74  0.25
H -0.98 -6.75 1.48  0.31
H 1.42 -6.22 -0.75  0.50
H 1.61 -5.47 0.83  0.29
H 1.82 -4.51 -0.63  0.12
H -4.30 -3.78 -1.51  0.32
H -5.34 -4.86 -0.60  0.48
H -3.62 -5.22 -0.74  0.15
H -4.84 -1.09 0.35  0.13
H -5.58 -1.62 1.87  0.28
H -6.17 -2.26 0.33  0.57
H -3.99 -5.38 2.56  0.33
H -5.65 -4.89 2.21  0.47
H -4.68 -3.96 3.35  0.28
H -2.89 -4.22 4.71  0.31
H -1.42 -4.69 5.55  0.41
H -1.87 -5.51 4.06  0.30
H -2.14 -1.42 4.70  0.51
H -0.79 -0.78 3.75  -0.56
H -0.50 -1.49 5.35  0.51
H 1.08 -4.84 3.46  0.31
H 1.29 -3.72 4.81  0.48
H 1.62 -3.20 3.15  -0.37

It is A that is the most stable of them.

## A
Here is 2 unconnected molecules or ions with the total composition C3H9NO3 from the OMol25 dataset. Energies are from the ωB97M-V functional and the def2-TZVPD basis.

Results
**Kohn-Sham gap**: 10.378 eV
**Multiplicity**: 1

Each line ends with the Mulliken charge.
Element x y z (Å)
C 0.19 -0.07 -1.70  -1.20
C 0.54 0.70 -0.49  0.82
N -0.11 2.08 -0.39  -0.73
C 0.56 -0.13 0.69  0.35
O 0.84 -1.30 0.69  -0.63
O 0.41 0.46 1.88  -0.49
H 0.94 -0.84 -1.87  0.33
H -0.72 -0.68 -1.63  0.27
H 0.29 0.63 -2.56  0.32
H 1.68 0.91 -0.65  0.07
H 0.14 2.62 0.47  0.25
H 0.27 2.57 -1.09  0.25
H 0.39 -0.39 2.42  0.37
O -2.10 -2.22 1.17  -0.65
H -1.10 -2.36 0.94  0.36
H -2.21 -1.97 2.12  0.30

## B
Here is 2 unconnected molecules or ions with the total composition C3H9NO3 from the OMol25 dataset. Energies are from the ωB97M-V functional and the def2-TZVPD basis.

Results
**Kohn-Sham gap**: 10.600 eV
**Multiplicity**: 1

Each line ends with the Mulliken charge.
Element x y z (Å)
C -0.55 0.71 -1.31  -0.98
C -1.59 0.18 -0.33  0.61
O -2.76 0.00 -0.55  -0.60
N -1.01 -0.38 0.82  -0.13
C 0.33 -0.19 1.28  -0.47
O 1.30 -1.10 0.77  -0.57
H -0.05 1.54 -0.80  0.32
H 0.18 -0.07 -1.52  0.28
H -1.03 1.07 -2.22  0.30
H -1.70 -0.86 1.38  0.23
H 0.67 0.83 1.07  0.34
H 0.34 -0.27 2.37  0.35
H 0.87 -1.95 0.83  0.31
O 3.06 0.80 -0.65  -0.65
H 2.47 0.25 -0.10  0.35
H 3.73 0.13 -0.91  0.32

It is B that is the most stable of them.

## A
Here is 2 unconnected molecules or ions with the total composition C3H9NO3 from the OMol25 dataset. Energies are from the ωB97M-V functional and the def2-TZVPD basis.

Results
**Kohn-Sham gap**: 10.958 eV
**Multiplicity**: 1

Each line ends with the Mulliken charge.
Element x y z (Å)
O 2.29 0.50 0.46  -0.54
C 1.21 0.80 0.03  -0.01
C -0.13 0.57 0.75  -0.39
N -0.69 -0.09 -0.46  -0.41
C -2.22 -0.10 -0.43  -0.33
O -2.63 0.89 -1.32  -0.50
H 1.11 1.49 -0.82  0.33
H -0.58 1.54 0.95  0.35
H -0.04 -0.03 1.65  0.31
H -0.47 -1.07 -0.58  0.19
H -2.58 -1.09 -0.75  0.30
H -2.43 -0.04 0.64  0.32
H -1.76 1.11 -1.68  0.34
O 2.94 -1.91 0.56  -0.63
H 3.46 -1.25 1.04  0.32
H 2.51 -1.31 -0.05  0.34

## B
Here is 2 unconnected molecules or ions with the total composition C3H9NO3 from the OMol25 dataset. Energies are from the ωB97M-V functional and the def2-TZVPD basis.

Results
**Kohn-Sham gap**: 10.968 eV
**Multiplicity**: 1

Each line ends with the Mulliken charge.
Element x y z (Å)
C -1.31 1.21 1.89  -1.50
C -1.11 0.23 0.72  0.61
N 0.33 -0.13 0.70  -0.74
C -1.40 0.89 -0.61  0.30
O -1.74 0.26 -1.58  -0.55
O -1.00 2.17 -0.70  -0.43
H -2.22 1.78 1.80  0.35
H -0.44 1.86 1.86  0.38
H -1.25 0.79 2.85  0.42
H -1.80 -0.60 0.90  0.30
H 0.45 -0.80 -0.06  0.25
H 0.37 -0.75 1.51  0.27
H -0.96 2.33 -1.66  0.33
O 4.19 -3.37 -2.33  -0.64
H 4.46 -3.03 -3.19  0.32
H 3.43 -2.82 -2.10  0.32

## C
Here is a molecular structure, C3H9NO3 from the OMol25 dataset. Energies are from the ωB97M-V functional and the def2-TZVPD basis.

Results
**Kohn-Sham gap**: 3.336 eV
**Multiplicity**: 1

Each line ends with the Mulliken charge.
Element x y z (Å)
C -0.03 1.81 -2.02  -0.73
N 0.14 2.00 -0.57  -0.15
C -0.24 0.74 0.04  0.00
C -1.62 0.45 0.07  -0.14
O 1.24 -1.71 2.21  -0.81
O -2.54 1.32 -0.15  -0.42
H -1.04 1.38 -2.12  0.31
H 0.74 1.13 -2.44  0.30
H 0.03 2.78 -2.52  0.30
H 1.00 2.36 -0.25  0.29
H 0.53 0.24 0.57  0.48
H -1.92 -0.53 0.46  0.40
H 1.01 -1.80 3.18  0.25
H 0.85 -2.64 1.58  0.44
H 1.23 -4.13 1.07  0.25
O 0.60 -3.41 0.89  -0.76

## D
Here is a molecular structure, C3H9NO3 from the OMol25 dataset. Energies are from the ωB97M-V functional and the def2-TZVPD basis.

Results
**Kohn-Sham gap**: 8.676 eV
**Multiplicity**: 1

Each line ends with the Mulliken charge.
Element x y z (Å)
C 0.36 0.91 -0.32  0.41
C -0.63 -0.77 1.08  -0.33
C -0.21 -0.95 -0.25  -0.28
N 0.97 1.08 -1.60  -0.63
O -0.80 1.66 -0.26  -0.54
O 1.34 1.23 0.61  -0.51
O -1.22 -2.49 0.89  -0.66
H -0.62 2.53 -0.65  0.33
H 1.01 1.88 1.24  0.33
H -0.82 -3.03 1.59  0.25
H 0.40 0.71 -2.35  0.25
H 1.90 0.67 -1.64  0.23
H 0.13 -0.78 1.86  0.29
H -1.55 -0.21 1.25  0.25
H 0.72 -1.49 -0.42  0.27
H -0.97 -0.97 -1.02  0.34

It is B that is the most stable of them.

## A
Here is 2 unconnected molecules or ions with the total composition C3H9NO3 from the OMol25 dataset. Energies are from the ωB97M-V functional and the def2-TZVPD basis.

Results
**Kohn-Sham gap**: 9.951 eV
**Multiplicity**: 1

Each line ends with the Mulliken charge.
Element x y z (Å)
N 0.19 0.86 0.99  -0.67
C 0.86 0.23 -0.12  0.35
C 0.59 -1.25 -0.32  -0.20
O 0.31 -1.71 -1.41  -0.49
C 0.59 0.98 -1.45  -0.56
O 0.70 2.39 -1.24  -0.53
H 0.28 0.33 1.83  0.23
H -0.76 1.15 0.82  0.22
H 1.94 0.30 0.07  0.23
H 0.53 -2.00 0.49  0.45
H -0.40 0.67 -1.78  0.29
H 1.35 0.75 -2.19  0.33
H 0.43 2.54 -0.34  0.36
O -1.99 -1.52 1.79  -0.62
H -2.44 -2.34 1.99  0.30
H -2.17 -1.40 0.86  0.32

## B
Here is 2 unconnected molecules or ions with the total composition C3H9NO3 from the OMol25 dataset. Energies are from the ωB97M-V functional and the def2-TZVPD basis.

Results
**Kohn-Sham gap**: 9.690 eV
**Multiplicity**: 1

Each line ends with the Mulliken charge.
Element x y z (Å)
C 2.49 0.64 -1.03  -0.81
N 2.05 -0.10 0.19  -0.36
C 0.59 -0.09 0.41  -0.47
C -0.25 -1.29 0.13  0.62
O -0.01 -2.44 0.43  -0.56
O -1.33 -0.96 -0.59  -0.45
H 1.93 1.57 -1.08  0.31
H 2.24 0.11 -1.95  0.29
H 3.56 0.76 -0.86  0.31
H 2.44 -1.01 0.13  0.25
H 0.13 0.78 -0.04  0.29
H 0.58 0.12 1.49  0.24
H -1.85 -1.72 -0.87  0.34
O -2.90 3.13 0.70  -0.64
H -3.18 3.40 -0.20  0.32
H -1.99 3.33 0.83  0.31

It is B that is the most stable of them.